[1]
Below is C21H13Br4N3O6W as an isolated structure, with properties calculated with the ωB97M-V functional and the def2-TZVPD basis.

Summary:
Net charge: 0
HOMO level (alpha / beta) (eV): -6.86 / -6.88

The geometry in XYZ format:
```
48
Properties=species:S:1:pos:R:3:forces:R:3:lowdin_charge:R:1
H 1.603869 1.195138 -0.231475 0.267 -0.167 0.304 0.10
Br -2.634531 -0.511263 5.091125 -0.050 -0.083 -0.124 0.78
C 4.428569 0.043637 1.314925 0.045 -0.415 0.246 -0.08
O -0.153531 -1.033463 -7.361875 -0.278 -0.350 0.412 0.07
H 2.177569 -3.290463 2.655625 -0.133 -0.015 -0.001 0.17
C 3.585069 0.870337 0.576725 -0.588 0.043 -0.146 -0.06
W -1.136231 0.019837 0.232925 -3.966 -1.025 1.231 1.76
Br -0.263931 4.680438 5.230225 0.054 0.046 0.005 0.73
O -1.724731 -1.587863 -0.455775 -0.315 -1.279 -1.424 -0.25
N 0.509269 -1.170363 0.932525 1.900 -1.477 1.165 -0.03
H -0.227231 -2.973363 1.817425 -0.020 -0.019 0.114 0.15
C -3.070631 0.927337 -0.240075 0.074 0.627 -0.279 -0.23
H -2.040031 -3.052263 -1.872075 0.027 0.251 0.182 0.13
O -0.409331 0.513637 -1.362475 0.575 0.163 -2.184 -0.21
H 3.977069 1.783438 0.158325 0.051 0.091 -0.061 0.11
C -1.411231 2.084338 4.941725 -0.053 -0.065 0.010 -0.76
C -0.717231 3.108537 4.304125 0.124 -0.039 -0.170 -0.76
C -1.766531 0.926937 4.246025 0.072 -0.127 -0.231 -0.65
C -1.083231 -1.316262 -2.757275 0.199 0.830 0.772 -0.13
C 0.597069 -2.302362 1.646825 0.582 1.004 -0.598 -0.06
C -1.646631 -2.051762 -1.688675 -0.087 -0.313 -0.275 -0.13
C -0.606731 -1.122263 -5.140875 -0.246 0.213 2.362 -0.16
H 0.430869 1.667138 -3.521775 0.063 0.090 -0.027 0.12
O -1.754831 -0.241563 2.121425 0.303 0.367 -0.419 -0.23
H -3.626731 0.380637 -1.017075 0.250 -0.111 0.079 0.00
C -0.738331 1.842938 2.252125 -0.151 -0.002 0.823 -0.37
Br 0.696969 4.240338 2.060825 -0.036 0.014 -0.066 0.79
C 2.641169 -1.458462 1.684625 0.107 0.987 -0.472 -0.19
H -1.533631 -2.818762 -4.238775 -0.027 -0.015 -0.025 0.13
N -0.664131 -1.672762 -6.449475 -0.102 -0.774 -1.521 -0.35
C -0.346831 2.965038 2.965025 -0.048 0.049 -0.006 -0.64
O -1.217831 -2.756762 -6.593275 0.269 0.478 -0.025 0.07
H -3.005131 1.964037 -0.608975 0.077 -0.172 0.080 0.01
Br -1.865031 2.248638 6.759525 -0.046 -0.018 0.074 0.73
N 1.864669 -2.505162 2.109825 -1.239 -0.142 -0.339 0.15
C 2.248669 0.557337 0.371725 0.342 0.250 -0.229 0.00
H 5.456569 0.338237 1.456525 0.115 -0.023 0.004 0.11
C 0.014669 0.685937 -3.692375 0.046 -0.005 -0.108 0.01
H 0.316269 0.692437 -5.820075 0.023 0.026 0.083 0.12
C 1.779469 -0.617763 0.949825 0.807 -0.356 0.306 -0.21
H 4.635069 -1.799062 2.422225 0.145 -0.024 0.104 0.11
H -3.753531 0.963037 0.622225 0.304 -0.128 -0.016 0.01
O -0.453931 1.630638 0.967925 0.403 1.267 1.454 -0.26
C -0.045131 0.153237 -4.957075 0.038 0.174 0.127 0.00
C -1.108231 -1.841162 -4.063375 0.280 0.181 -1.091 0.06
C -0.482931 -0.010763 -2.583275 -0.355 -0.998 -0.555 -0.26
C 3.980569 -1.144063 1.870825 0.000 0.097 -0.044 -0.01
C -1.455431 0.794737 2.892925 0.196 0.894 0.496 -0.38
```
Positions in Å, forces in eV/Å.

***

[2]
Below is C21H13BrN4O3RhS as an isolated structure, with properties calculated with the ωB97M-V functional and the def2-TZVPD basis.

Summary:
Net charge: +1
HOMO level (alpha / beta) (eV): -11.23 / -11.23

The geometry in XYZ format:
```
44
Properties=species:S:1:pos:R:3:forces:R:3:lowdin_charge:R:1
C -0.659789 -3.844330 2.699867 -0.643 -0.165 -1.255 0.06
O 0.022918 3.752865 -1.574478 0.600 -0.235 -0.215 0.11
C 1.730307 -0.859470 -0.894158 0.188 1.579 0.450 -0.38
N 0.650204 -3.525133 5.368922 -0.258 -0.534 0.091 -0.21
C 2.171743 0.863744 4.204949 0.177 0.801 -0.458 0.05
O 0.001684 1.524574 -1.419808 2.058 -2.076 -0.474 -0.16
Br -6.368201 2.653943 0.596694 0.157 0.017 -0.051 0.76
H 2.799167 2.772032 3.415709 0.044 0.092 0.000 0.13
H -1.747142 -4.701226 1.041128 -0.041 -0.078 -0.084 0.12
C -4.046928 3.805299 -0.597022 -0.167 -0.044 0.080 -0.10
C -1.930213 2.700406 -0.767376 0.817 0.044 -0.332 -0.13
H -0.753867 -4.704650 3.343147 0.058 -0.104 0.072 0.13
C 1.576082 1.689733 2.036633 -0.073 0.274 -0.408 -0.06
C -0.486246 2.693851 -1.299789 -2.348 1.820 0.959 -0.60
C 1.452593 -0.292151 3.939600 -0.788 -0.009 -1.559 -0.06
C -4.553185 2.685900 0.049256 0.000 -0.181 0.114 -0.68
H -1.562787 -2.683697 -0.355659 0.111 0.079 0.022 0.13
C -3.755302 1.574891 0.315288 -0.203 0.066 0.120 -0.12
H -4.679531 4.659671 -0.786486 -0.086 -0.001 0.020 0.11
H 2.205402 -2.318909 0.570756 -0.042 0.076 -0.014 0.08
C 2.115224 -2.250901 -0.514427 0.115 -0.433 -0.139 -0.02
S 1.471063 -2.968212 6.647538 -0.274 0.613 -1.281 1.09
N -0.489422 -1.588869 1.034310 1.133 -1.072 0.955 -0.04
C 1.329299 -1.405774 4.822944 -0.250 -1.438 0.733 -0.29
C 2.243441 1.866429 3.240100 -0.165 -0.675 0.700 0.01
O 2.351349 -0.043004 -1.477829 -0.183 -0.882 0.124 0.14
H -4.163953 0.721313 0.834764 -0.081 -0.021 0.033 0.10
N 1.841649 -1.515512 6.038264 0.242 0.391 0.268 -0.21
Rh 0.002747 -0.039348 -0.182929 0.273 1.081 1.183 1.06
C -1.114344 -2.709052 0.632680 0.103 0.853 -0.113 -0.09
H 1.373619 -2.980085 -0.837022 -0.047 0.055 -0.009 0.08
H 2.671286 0.969784 5.155877 0.058 -0.009 0.082 0.13
N 0.878229 0.598681 1.768636 -0.504 -1.534 -1.389 0.07
C -1.217971 -3.839032 1.410609 0.293 -0.248 1.385 0.00
H -1.779368 0.708396 0.095893 -1.162 0.702 0.042 0.05
H 3.078248 -2.481837 -0.971960 -0.079 0.044 0.000 0.10
C 0.798522 -0.420363 2.672511 1.538 2.239 1.025 -0.12
C -2.724914 3.816402 -1.000912 -0.052 -0.372 0.210 0.00
H -2.306406 4.675242 -1.502055 0.100 0.009 -0.051 0.13
C -2.439135 1.596643 -0.101637 0.239 -0.028 -0.100 -0.06
C 0.623509 -2.597527 4.429757 0.731 0.456 1.028 -0.29
C 0.003407 -2.716494 3.142462 0.022 1.230 -0.699 -0.07
H 1.604451 2.448982 1.264463 -0.006 -0.046 -0.062 0.14
C 0.095822 -1.574989 2.290009 -1.605 -2.335 -1.004 -0.12
```
Positions in Å, forces in eV/Å.

***

[3]
Below is C21H13CoN4O6 as an isolated structure, with properties calculated with the ωB97M-V functional and the def2-TZVPD basis.

Summary:
Energy above the lowest of the compared OMol25 structures with the same formula, charge and spin (kcal per mole): 0.0
Net charge: 0
HOMO level (eV): -9.92

The geometry in XYZ format:
```
45
Properties=species:S:1:pos:R:3:forces:R:3:lowdin_charge:R:1
O 0.503126 1.508742 1.062043 0.217 0.295 0.028 -0.07
H -3.435280 -2.342105 2.773209 -0.012 0.013 0.042 0.13
C 1.489735 -1.700043 1.796384 0.069 -0.072 -0.018 -0.04
H -1.600152 1.159890 4.575206 -0.031 -0.023 0.019 0.13
H -3.208473 -0.773269 4.730379 0.002 0.001 -0.005 0.12
C 2.291014 -1.101152 -0.264254 -0.120 0.234 -0.370 -0.20
O -2.619064 -3.034874 0.168965 0.064 0.064 0.085 0.10
H 2.622722 0.575871 -3.777246 -0.015 0.028 -0.023 0.10
C 3.645601 -2.476427 1.119690 0.060 0.047 -0.168 -0.03
H 1.663942 2.889890 -7.153976 0.029 -0.017 0.005 0.08
C -0.993207 0.608392 2.614541 -0.069 -0.020 0.065 -0.14
O 0.891734 3.418001 -7.377347 -0.027 0.018 -0.002 0.12
C -0.030581 3.379140 -6.391494 0.045 -0.066 0.054 -0.47
C -1.726915 0.447433 3.772406 -0.024 -0.035 0.005 0.04
C 0.288048 2.556653 -5.170977 0.022 0.055 -0.119 -0.12
H 0.682916 -1.641774 2.513931 0.022 -0.004 0.021 0.13
H -1.204363 1.789722 -2.242821 -0.017 0.001 0.012 0.06
C -2.612708 -0.626803 3.838906 0.022 0.027 -0.004 -0.01
C 1.685997 1.107286 -3.845605 0.055 0.006 -0.073 -0.01
N 1.322241 -1.055220 0.651901 0.068 -0.008 0.155 0.08
H 4.220672 -1.802602 -0.855140 -0.001 -0.010 0.018 0.12
H -1.578214 3.079351 -4.292911 0.002 -0.005 0.009 0.13
N -2.715324 1.701492 -0.474168 0.008 -0.096 0.001 0.07
H 2.740152 -2.936896 3.014520 -0.001 0.002 -0.006 0.12
C 0.725100 1.075740 -2.833184 0.113 -0.215 0.277 -0.17
C -0.445979 1.790744 -3.004755 -0.096 0.073 -0.052 0.03
Co -0.220119 0.063153 0.069544 -0.649 -0.077 0.404 0.49
C 0.015565 1.679987 2.261353 0.225 0.130 -0.231 -0.54
O -1.054630 3.983593 -6.509779 -0.044 0.032 -0.006 0.14
O -1.088326 -1.529732 -0.501710 -0.018 -0.207 -0.290 -0.07
N 0.927112 0.317237 -1.605274 -0.118 0.259 -0.319 0.11
C 3.466373 -1.796784 -0.080124 0.135 -0.142 0.134 0.02
N -1.144549 -0.258372 1.626406 -0.004 0.030 0.097 0.02
O 0.313773 2.549250 3.046841 -0.037 -0.094 0.033 0.10
C -1.938832 -2.048729 0.339012 0.039 -0.132 -0.265 -0.54
C -1.982529 -1.280620 1.642163 -0.050 0.019 0.093 -0.14
C 1.466976 1.837601 -4.996202 0.013 -0.016 0.015 -0.02
C 2.644539 -2.425449 2.067510 -0.133 0.016 0.096 -0.01
H 2.770746 -0.357507 -2.255894 0.007 -0.038 0.061 0.12
C -0.660362 2.522757 -4.164285 -0.031 -0.032 0.094 0.03
C -1.753361 1.075823 -0.353120 0.053 0.177 -0.034 -0.25
C -2.750376 -1.506055 2.767848 -0.001 -0.011 -0.013 0.04
H 2.250320 1.822723 -5.744931 0.002 -0.002 0.002 0.11
H 4.553512 -3.034125 1.304918 -0.005 0.006 -0.002 0.12
C 2.010450 -0.337307 -1.484173 0.233 -0.210 0.174 -0.01
```
Positions in Å, forces in eV/Å.

***

[4]
Below is a 2-piece molecular cluster, C21H13F4NO3 overall, with properties calculated with the ωB97M-V functional and the def2-TZVPD basis.

Summary:
Energy above the lowest of the compared OMol25 structures with the same formula, charge and spin (kcal per mole): 75.5
Net charge: 0
HOMO level (eV): -7.32

The geometry in XYZ format:
```
42
Properties=species:S:1:pos:R:3:forces:R:3:lowdin_charge:R:1
F 0.321350 -4.965452 2.503328 -0.650 0.980 -1.078 0.06
C -2.926962 1.664985 -1.122789 -0.058 -0.418 -0.882 -0.20
H 0.138195 -5.503027 -0.070712 -0.059 0.153 0.079 0.15
C -9.631139 -2.490192 1.389380 0.322 0.174 -0.129 -0.08
O -4.489279 -4.338010 2.000819 -0.601 1.335 -0.399 -0.05
F -3.151692 1.703942 -2.481787 0.236 0.029 1.573 0.06
H -3.606760 3.701977 -0.822430 0.054 -0.139 0.104 0.15
C -3.213533 2.798596 -0.367429 0.214 -0.324 0.524 0.13
H -4.195111 -1.880412 2.244216 -0.382 -0.319 0.161 0.09
C -2.433023 0.490259 -0.581220 -0.109 0.296 0.196 0.09
H -1.578748 -0.589900 2.586970 -0.078 -0.036 -0.192 0.14
F -0.751176 -3.974066 -2.027880 0.078 0.360 1.602 0.06
N -5.357433 -3.503300 1.592424 -0.302 -1.647 -0.481 -0.41
O -5.730049 0.081682 1.736747 -0.356 -0.547 -0.345 0.00
H -0.642139 -2.594747 3.032988 -0.026 -0.236 -0.339 0.14
C -5.169809 -2.158780 1.847904 0.130 0.573 -0.011 0.00
C -9.219303 -1.077557 -0.542815 -0.114 -0.167 0.211 -0.09
H -10.286406 -3.150132 1.959616 0.133 0.239 -0.155 0.10
C -10.068860 -1.922843 0.183907 0.286 0.061 0.023 -0.09
C -0.226245 -4.526124 0.230359 -0.119 0.447 0.423 0.13
C -6.105047 -1.098074 1.565539 1.218 -0.380 0.325 -0.39
F -3.218967 3.818581 1.780318 0.262 -1.287 -0.876 0.06
C -1.204713 -1.953237 1.013550 0.523 -1.401 -0.236 -0.16
C -0.208531 -4.108737 1.566117 0.448 -0.774 0.435 -0.20
C -2.968781 2.708347 1.007582 -0.244 0.976 0.268 -0.20
C -2.181752 0.411461 0.822979 -0.585 1.118 -0.381 -0.16
C -7.932663 -0.812461 -0.073967 -0.010 -0.377 0.126 -0.03
C -8.334090 -2.242120 1.848933 -0.305 0.145 -0.334 -0.04
H -11.070937 -2.144285 -0.191564 0.318 0.097 0.137 0.10
H -9.556733 -0.624463 -1.475299 0.022 -0.123 0.242 0.10
C -7.474712 -1.439757 1.089921 -0.736 0.859 0.029 -0.18
O -6.368659 -3.908007 0.959332 1.349 0.470 0.732 -0.01
C -1.672452 -0.714782 1.507178 -0.092 0.075 -0.139 0.11
C -2.476626 1.571684 1.613592 0.124 -0.565 -0.103 0.09
H -1.553882 -1.711711 -1.148145 0.259 -0.639 0.205 0.10
C -0.678858 -2.878313 1.978780 -0.263 0.489 -0.255 0.09
H -7.984233 -2.674013 2.789080 -0.090 0.058 -0.352 0.12
H -2.303842 1.547513 2.691585 -0.147 0.107 -0.366 0.14
C -0.728020 -3.616066 -0.696992 -0.216 0.112 -0.950 -0.20
C -1.203443 -2.360841 -0.356484 0.153 -0.207 0.303 0.09
H -2.264428 -0.349329 -1.243244 -0.294 0.653 0.115 0.10
H -7.252550 -0.151245 -0.619749 -0.293 -0.220 0.189 0.11
```
Positions in Å, forces in eV/Å.

***

[5]
Below is C21H14Br2ClNO4PReS2Se2 as an isolated structure, with properties calculated with the ωB97M-V functional and the def2-TZVPD basis.

Summary:
Energy above the lowest of the compared OMol25 structures with the same formula, charge and spin (kcal per mole): 0.0
Spin multiplicity: 4
⟨S²⟩: 3.78
Net charge: -1
HOMO level (alpha / beta) (eV): -5.12 / -5.38

The geometry in XYZ format:
```
49
Properties=species:S:1:pos:R:3:forces:R:3:lowdin_charge:R:1
C -0.117573 0.605620 4.460480 -0.811 0.717 0.565 -0.19
C -2.355482 1.830337 -4.957681 -0.147 -0.708 -0.284 -0.10
H -2.567589 -4.247365 -4.105767 0.435 0.464 0.846 0.11
H 1.311424 -2.150266 2.121957 0.311 -0.218 0.083 0.08
H -1.099182 -4.527173 -0.088358 0.160 0.048 0.206 0.10
H -0.443118 4.288294 -3.633823 -0.090 -0.359 0.164 0.11
H 0.095430 -2.352898 -0.331322 -0.071 0.111 -0.186 0.05
Br -1.511841 1.603293 6.834396 -0.157 -0.548 0.365 0.75
H -2.450157 -5.421787 -1.942059 0.123 0.224 0.102 0.10
H -1.456935 -2.049754 -4.363364 0.070 -0.117 0.510 0.10
C -0.504999 -2.726420 -1.154821 -0.683 -1.049 0.716 -0.13
C 0.942991 -1.416996 2.815813 -0.342 1.763 -0.065 -0.11
O 4.283745 -1.572431 2.864507 -0.209 -0.411 0.525 -0.35
O 1.157572 2.479009 1.561872 -0.178 -1.758 1.240 -0.34
Se 1.919957 -0.711108 -3.476275 -0.042 0.212 0.309 0.22
C 0.635647 2.231703 2.740995 0.562 0.682 -0.474 -0.37
C -1.945722 -4.460349 -2.045536 0.225 -0.638 0.874 -0.11
C -2.026090 -3.796199 -3.240632 -0.229 0.561 -1.447 -0.11
P 0.104868 -0.372782 -2.441929 1.068 -0.266 -0.107 0.18
H -0.697506 -1.008089 5.804828 0.005 0.066 0.094 0.09
C -1.410623 -2.549973 -3.389918 0.234 -0.159 0.175 -0.09
H -2.203836 3.979747 -5.322591 0.299 -0.988 0.691 0.11
Se -0.106293 0.435719 -0.357816 -1.462 -0.230 -0.847 0.43
C -0.580585 1.739212 5.204570 0.766 0.963 -0.475 -0.63
H 0.370270 -2.746380 4.393642 -0.276 0.452 -0.371 0.11
C -0.801689 0.928616 -3.303422 -1.477 -0.470 -0.753 -0.44
C -1.171533 -3.952595 -0.996976 0.009 0.348 -0.858 -0.06
C 0.487676 0.852357 3.215218 0.765 1.030 -0.443 -0.12
C -1.889186 0.763462 -4.186428 0.412 -0.038 0.341 -0.08
H -0.649466 3.820776 5.478307 -0.043 0.698 0.187 0.07
H -2.386994 -0.196988 -4.257884 0.213 0.042 -0.204 0.08
H 0.539004 2.328401 -2.447855 0.602 0.186 0.397 0.05
C -0.849733 3.283542 -3.767079 0.198 -0.008 -0.412 -0.07
C -0.231852 -0.728576 4.873245 1.094 -1.281 -1.632 0.00
N 1.049343 -0.137852 2.418829 -1.623 -0.716 1.813 -0.13
Re 1.987670 0.617264 0.765831 0.443 3.834 -0.233 0.70
C 0.280363 3.304377 3.594959 -0.024 -1.260 -0.454 -0.64
C -0.677386 -1.998685 -2.315464 -1.029 0.101 -0.995 -0.43
S 3.019510 -1.258834 0.128057 1.732 -1.145 0.544 0.27
Cl 2.937634 2.271517 -0.570538 0.353 -0.383 -0.639 -0.01
C -0.276477 2.188452 -3.117795 -0.649 1.028 -0.463 -0.15
S 4.380431 -0.629649 1.797917 0.954 0.628 -1.950 0.26
H -3.035568 1.587249 -5.800626 0.206 0.501 0.864 0.11
Br 0.489385 5.070248 3.042827 0.185 0.292 -0.246 0.80
O 5.706162 -0.292458 1.306255 -1.249 -0.616 0.396 -0.34
C 0.324087 -1.711309 4.027325 -0.477 -0.188 1.770 -0.02
C -0.308942 3.057608 4.821297 -0.509 -2.316 -0.010 -0.19
O 3.590439 0.649917 2.060169 0.331 -0.028 0.402 -0.56
C -1.857253 3.100197 -4.717340 0.022 0.948 -0.630 -0.11
```
Positions in Å, forces in eV/Å.

***

Computed values of electronic energy (unit: eV) for the preceding records, in sequence: -320736.4892, -117970.2858, -77861.9699, -40483.3987, -348079.1496.